1.
93
Properties=species:S:1:pos:R:3:forces:R:3 method="wB97M-V/def2-TZVPD" total_charge=-1 s_squared=6.021 lumo_ev="0.7 / 0.6" orbital_gap_ev="6.8825 / 7.8697" homo_energy_ev="-6.188 / -7.269" spin_multiplicity=5
Cr 0.81305 -2.02656 1.43952 -0.09 -0.83 -0.23
P 0.70648 -0.39653 -0.21527 0.76 0.53 -1.56
O 0.87754 -0.02430 1.24765 -0.39 2.96 3.45
O -0.47565 -1.42423 -0.02778 -0.87 0.98 -2.23
O 1.90858 -1.42284 -0.16674 0.91 -1.44 -0.83
O 0.84269 0.75908 -1.23422 -0.94 -1.98 1.33
C 1.17491 2.81298 -3.53451 -0.07 1.23 2.89
C 0.64921 3.85512 -2.49526 1.17 -3.11 0.83
O -0.49579 4.35597 -3.10936 -0.14 0.24 2.87
C -0.21840 4.35099 -4.38705 -1.47 0.27 -2.10
O -0.92833 4.83538 -5.21453 0.63 0.04 -0.10
O 0.89187 3.66832 -4.57004 0.99 -0.86 -4.79
F 1.60428 4.82124 -2.42497 -0.24 0.41 0.76
H 0.66055 1.85787 -3.42826 -0.54 0.22 -0.67
H 2.23789 2.59602 -3.42915 -0.03 0.45 -0.15
H 0.46725 3.29053 -1.58080 -0.27 1.06 0.53
C -1.44349 0.13229 3.91114 -0.06 0.21 1.50
C -0.99878 0.11323 5.40495 -2.60 -1.55 -1.57
O -2.00912 0.97296 5.98269 0.85 -0.14 -0.17
C -2.40156 1.90580 5.01006 0.17 2.75 1.78
O -2.90806 3.00800 5.23966 1.21 -4.09 -0.75
O -1.94990 1.45853 3.85585 -0.50 0.79 -2.22
F 0.23743 0.50568 5.63008 1.31 1.31 0.23
H -2.27400 -0.55869 3.76660 -0.04 -0.12 0.14
H -0.70668 -0.08783 3.13864 0.24 0.58 0.12
H -1.03577 -0.92281 5.74163 -0.64 0.20 0.73
C -2.53313 1.77825 -1.00832 0.15 0.83 1.57
C -2.97392 2.71577 0.05922 1.54 2.20 1.74
O -4.12717 2.18912 0.62069 -1.75 -0.95 -0.85
C -4.69050 1.28560 -0.25884 -1.99 -1.91 -0.55
O -5.77584 0.63928 -0.14087 5.43 3.32 -0.51
O -3.77809 1.17040 -1.33088 -1.22 -1.05 0.07
F -3.13336 4.06353 -0.32067 -0.50 -1.44 -0.17
H -1.78759 1.16884 -0.49753 -0.49 -1.20 -0.12
H -1.87797 2.28807 -1.71468 -1.16 -0.02 -1.07
H -2.26107 2.77496 0.88167 0.09 0.08 -0.02
C 1.01546 3.41204 1.31496 0.21 -1.17 1.98
C 0.91144 2.81118 2.75746 -2.41 1.15 -0.45
O 0.00873 3.72826 3.39211 -0.59 1.08 -0.29
C -0.22978 4.83218 2.63507 -1.94 3.19 -0.89
O -0.90494 5.85549 2.89868 2.84 -4.48 -0.44
O 0.33587 4.68539 1.35437 0.33 -1.13 1.63
F 2.01116 2.84340 3.50182 1.43 -0.07 0.06
H 0.53531 2.66135 0.68725 0.06 0.44 -0.53
H 2.10091 3.41680 1.21550 -0.02 0.78 -0.97
H 0.46691 1.81752 2.81338 0.25 0.09 -0.19
C 4.25087 -2.86753 -1.93507 0.88 0.69 1.69
C 4.26716 -1.83999 -2.99254 -0.69 -0.57 -0.73
O 4.65558 -2.50648 -4.16943 -1.09 2.11 -0.69
C 4.51092 -3.76985 -3.96840 1.34 -3.92 -2.55
O 4.57313 -4.59449 -4.86909 -0.42 1.13 2.07
O 4.49377 -4.03390 -2.65999 -1.05 -2.01 0.71
F 5.23405 -0.97099 -2.82125 0.64 2.49 0.67
H 3.35767 -2.71582 -1.32903 -0.62 -1.12 -0.36
H 5.04788 -2.67555 -1.21673 0.48 -0.21 -0.19
H 3.22559 -1.52669 -3.06380 0.35 1.45 -0.58
C -0.93286 -1.11084 -3.11284 1.08 1.46 1.91
C 0.37999 -0.88824 -3.81645 -1.25 2.92 1.86
O 0.00211 -0.24530 -5.03528 0.32 -0.14 0.33
C -1.25992 -0.59806 -5.28750 -2.03 -4.22 -3.89
O -1.72288 -0.80060 -6.43986 1.27 1.94 4.66
O -1.82695 -1.18843 -4.14674 -1.19 0.96 -2.55
F 0.89427 -2.06722 -3.95203 2.20 -2.86 -1.63
H -1.09178 -0.27099 -2.43645 -0.48 0.32 -0.18
H -0.90458 -1.95697 -2.42629 -0.10 -0.37 -0.56
H 1.05340 -0.21320 -3.28831 0.11 -0.17 -0.09
C 4.26352 0.91942 0.00162 -0.86 1.61 -1.02
C 5.12029 -0.09977 0.56762 -0.90 -1.06 1.52
O 5.45734 0.47053 1.79454 0.80 -2.08 2.12
C 5.22871 1.79712 1.86579 3.68 1.62 -0.52
O 5.81878 2.57879 2.60517 -2.36 -2.06 -0.94
O 4.64365 2.11544 0.72961 -1.16 1.30 -1.43
F 6.24633 -0.37285 -0.15234 0.31 0.37 -0.04
H 3.18368 0.85717 0.13635 0.19 -0.77 -0.04
H 4.52851 0.85020 -1.05341 -0.22 1.34 -0.28
H 4.55090 -1.02773 0.62050 0.31 -0.22 0.69
C -4.94397 -3.17830 2.84506 -1.17 0.49 0.35
O -3.63917 -2.60422 2.71311 2.32 -2.03 0.66
P -2.42066 -3.54367 2.15777 -0.38 0.72 -2.91
O -1.05283 -2.92647 2.24822 -1.09 -0.75 1.39
O -2.60471 -5.05776 2.75088 -0.37 3.38 -0.52
C -2.25322 -6.21491 2.03500 0.47 -1.40 -0.67
O -2.80477 -3.62375 0.57668 0.96 -1.42 1.68
C -3.28251 -2.48440 -0.14979 -1.04 0.40 0.17
H -5.08769 -4.13586 3.34560 1.08 -0.31 -0.16
H -5.41291 -3.23489 1.86272 -0.10 0.19 0.11
H -5.45766 -2.50462 3.53091 -0.23 0.29 -0.52
H -1.20256 -6.44505 2.21180 -0.08 -0.16 0.18
H -2.38981 -6.20576 0.95363 -0.16 0.77 -0.02
H -2.90798 -7.01568 2.37874 0.24 0.03 0.32
H -2.99298 -2.46349 -1.20043 0.57 -0.45 0.32
H -2.97113 -1.55454 0.32614 -0.06 -0.10 -0.15
H -4.36304 -2.62766 -0.14567 -0.14 0.59 -0.01



2.
69
Properties=species:S:1:pos:R:3:forces:R:3 method="wB97M-V/def2-TZVPD" total_charge=+1 s_squared=0.879 lumo_ev="-4.5 / -4.6" orbital_gap_ev="5.8861 / 5.6187" homo_energy_ev="-10.359 / -10.229" spin_multiplicity=2
Ru 0.21900 -0.08440 0.35710 1.73 3.29 -0.57
C -4.82120 1.89350 0.71500 0.33 -0.26 -0.25
S -4.32500 1.08260 -0.83090 -0.32 0.16 -0.12
C -2.70580 0.58290 -0.51710 0.95 -0.26 0.45
S -1.86460 1.05460 0.93190 0.48 -1.25 -0.15
N -2.16250 -0.20270 -1.39840 -2.00 0.49 -1.17
N -0.98310 -0.70550 -1.12210 1.78 -1.36 0.04
C -0.52520 -1.71610 -1.82420 -1.18 1.09 0.04
C 0.60130 -2.41480 -1.30490 0.84 -0.70 0.21
C 1.16670 -3.54250 -1.91780 -0.21 0.50 0.23
C 2.19770 -4.20210 -1.28090 0.01 0.19 0.31
C 2.65170 -3.72390 -0.05370 -0.18 0.15 -0.14
C 2.06000 -2.59670 0.49460 0.53 -0.35 0.27
N 1.05940 -1.96940 -0.10580 -1.53 -0.11 0.01
H -5.81800 2.27670 0.52250 -0.06 0.06 -0.01
H -4.14220 2.70480 0.95660 -0.05 0.11 0.02
H -4.85240 1.16590 1.52050 -0.02 0.01 0.06
H -1.04680 -2.02680 -2.72200 -0.08 -0.05 0.13
H 0.79510 -3.86590 -2.87690 -0.05 -0.02 -0.08
H 2.65930 -5.06990 -1.72730 -0.01 -0.06 -0.05
H 3.45750 -4.21150 0.46940 0.06 -0.02 0.07
H 2.40500 -2.17400 1.43250 -0.07 -0.07 -0.13
S 0.87640 0.22460 2.61840 -0.14 1.01 0.27
C 0.65330 1.92390 2.92850 -0.65 -3.12 3.08
N 0.27830 2.32620 4.16150 0.64 -0.14 -2.16
C 0.29250 3.74400 4.43210 0.24 0.97 0.01
C 1.50980 4.36180 3.74540 -0.24 0.00 0.93
N 1.39180 4.12420 2.32890 -0.37 -1.67 0.05
C 1.89900 5.07980 1.37190 0.34 0.39 -0.47
C 3.26810 4.73680 0.81570 0.00 -0.07 -0.13
C 3.45870 4.65910 -0.55850 0.01 0.08 0.10
C 4.71280 4.39460 -1.08270 0.00 0.03 -0.09
C 5.79040 4.18910 -0.23940 0.03 0.00 0.00
C 5.60720 4.25570 1.13180 0.05 -0.03 0.05
C 4.35550 4.53100 1.65490 -0.04 -0.02 -0.01
C 1.01930 2.87540 1.95220 0.65 2.61 -3.73
S 1.00870 2.49260 0.27700 -0.85 -0.88 1.70
C 0.07610 1.43610 5.28220 -0.19 -0.60 0.51
C 1.29870 1.43240 6.17090 -0.08 0.13 0.03
C 2.49850 0.91900 5.69130 0.00 -0.02 -0.03
C 3.62860 0.93130 6.48720 0.04 -0.03 -0.01
C 3.57070 1.45600 7.76850 0.01 0.06 0.04
C 2.38420 1.98880 8.24210 0.07 -0.02 0.10
C 1.25170 1.97870 7.44600 -0.07 -0.07 -0.11
H 0.34770 3.89380 5.51050 0.02 -0.01 -0.08
H -0.62620 4.20860 4.05050 0.08 -0.08 0.11
H 2.41960 3.89160 4.14430 -0.05 0.15 -0.01
H 1.55300 5.43440 3.93310 -0.03 -0.07 -0.03
H 1.94430 6.05170 1.86990 -0.13 -0.10 0.00
H 1.18850 5.14290 0.54230 -0.02 0.06 0.10
H 2.62650 4.81930 -1.22630 -0.16 0.00 -0.08
H 4.84850 4.36100 -2.15380 0.00 -0.03 -0.07
H 6.77130 3.99260 -0.64730 0.04 -0.03 -0.02
H 6.44500 4.10480 1.79540 0.06 -0.01 0.07
H 4.23980 4.59550 2.72590 -0.03 0.03 0.19
H -0.12100 0.43210 4.90010 -0.09 0.20 0.03
H -0.80130 1.78450 5.83640 0.09 -0.02 -0.09
H 2.54110 0.50020 4.69660 0.06 -0.06 -0.04
H 4.55300 0.52170 6.11060 0.10 -0.05 -0.03
H 4.44880 1.44990 8.39530 0.09 0.02 0.06
H 2.33700 2.40840 9.23460 0.00 0.03 0.12
H 0.32410 2.38220 7.82570 -0.13 0.05 0.05
Cl 3.80250 -1.47220 -2.77280 0.11 -0.27 -0.27
C 3.92810 0.08100 -1.93220 -0.28 0.34 0.38
C 2.66300 0.22590 -1.07380 1.24 0.06 -0.27
O 1.57460 0.37890 -1.66010 -1.16 -0.13 0.23
O 2.78520 0.13740 0.15910 -0.15 -0.29 0.46
H 3.98410 0.87410 -2.67580 0.05 -0.08 0.04
H 4.81160 0.04570 -1.29770 -0.10 0.10 -0.11



3.
17
Properties=species:S:1:pos:R:3:forces:R:3 method="wB97M-V/def2-TZVPD" smiles=CNc1ccc(N)[nH]1 lumo_ev=0.9 orbital_gap_ev=8.8056 homo_energy_ev=-7.936
C -2.46871 -0.27243 0.68227 -1.52 1.27 -1.93
C -0.54251 -0.04574 -0.58898 2.58 -1.12 1.87
C -0.20956 1.26868 -0.30413 1.54 0.10 -1.08
C 1.22340 1.26408 0.03268 0.62 3.34 0.63
C 1.64921 -0.00431 0.06964 -1.65 -3.81 -1.25
H -3.55311 -0.55189 0.67311 0.54 0.99 -0.50
H -2.22180 0.83176 1.03453 -0.64 -2.63 -0.72
H -2.15377 -1.06332 1.26204 1.35 -0.92 2.36
H -1.94838 -0.22769 -1.44718 -3.02 0.15 -1.09
H -0.78097 2.15224 -0.61139 0.07 -0.42 0.76
H 1.91441 2.16247 0.25005 -1.55 -1.49 -0.32
H 3.39407 -0.22499 -0.61887 -0.67 -3.19 3.65
H 3.07062 -0.96331 1.13958 0.91 0.47 -0.53
H 1.03251 -1.88108 -0.74557 -2.59 4.38 1.63
N -1.78568 -0.73809 -0.60843 0.68 1.94 0.23
N 2.77879 -0.91726 0.16276 1.79 4.59 -3.13
N 0.60149 -0.78915 -0.38210 1.57 -3.66 -0.58



Q: Which E values were calculated for the entries above? A: -150778.2436; -99475.5512; -9796.9246, in eV.
Q: Which energy relative to the best compared isomer or geometry (same formula, charge and spin) values were calculated for the entries above? A: 6.819; 2.276; 4.542, in eV.